Here is a cluster of 10 separate species, C63H140F3N8O12S in total from OMol25. Energies are from wB97M-V/def2-TZVPD.

Computed properties:
E_HOMO   -16.661 eV
Charge   +5

Cartesian coordinates (Å):
C -7.27 15.31 8.68
C -6.59 15.97 9.63
C -6.52 15.42 11.08
O -5.72 15.88 12.04
C -7.09 14.20 11.44
C -7.92 13.51 10.50
C -7.85 13.96 8.93
O -8.32 13.28 8.04
O -8.60 12.54 10.84
O -6.12 17.13 9.34
H -7.38 15.78 7.71
H -7.03 13.71 12.40
C -9.44 12.01 14.91
C -9.91 10.86 13.90
C -11.26 11.06 13.17
O -11.63 10.00 12.29
C -12.11 8.83 12.87
N -8.83 10.68 12.84
H -8.73 11.43 12.17
H -7.92 10.46 13.20
H -9.07 9.95 12.18
H -10.26 12.26 15.58
H -9.20 12.93 14.39
H -8.49 11.76 15.38
H -9.96 9.88 14.38
H -11.20 11.93 12.51
H -12.03 11.34 13.89
H -11.29 8.36 13.41
H -12.43 8.04 12.18
H -12.89 8.99 13.61
C -7.20 17.55 15.87
C -6.59 16.18 15.99
C -7.12 15.44 17.26
O -6.91 13.99 17.27
C -7.59 13.28 18.18
N -6.97 15.38 14.77
H -7.93 15.63 14.57
H -6.53 15.70 13.92
H -6.88 14.38 14.84
H -7.69 17.88 16.79
H -7.80 17.73 14.98
H -6.40 18.27 15.66
H -5.51 16.07 16.04
H -8.20 15.59 17.37
H -6.64 15.83 18.16
H -7.34 12.22 18.06
H -8.68 13.36 18.10
H -7.27 13.52 19.19
C -3.38 19.09 13.67
N -3.90 19.91 12.49
C -5.44 20.05 12.58
C -3.28 21.28 12.59
C -3.39 19.19 11.21
C -3.74 19.89 9.90
O -5.13 19.80 9.59
H -2.30 19.12 13.80
H -3.76 18.09 13.51
H -3.66 19.34 14.70
H -5.69 20.42 13.57
H -5.93 19.10 12.38
H -5.65 20.83 11.84
H -3.58 21.99 11.83
H -2.21 21.25 12.41
H -3.53 21.59 13.61
H -3.92 18.25 11.22
H -2.31 19.02 11.18
H -3.14 19.45 9.11
H -3.42 20.93 9.87
H -5.46 18.91 9.49
C -11.63 13.42 9.94
N -12.00 12.29 9.06
C -13.23 11.57 9.73
C -12.20 12.74 7.61
C -10.71 11.26 9.15
C -10.96 9.79 8.72
O -11.50 9.77 7.39
H -12.49 14.05 10.16
H -10.97 14.05 9.34
H -11.09 13.12 10.84
H -14.09 12.25 9.74
H -12.85 11.41 10.73
H -13.33 10.74 9.03
H -11.18 12.90 7.25
H -12.79 13.65 7.56
H -12.65 11.94 7.02
H -10.37 11.10 10.17
H -9.93 11.78 8.60
H -11.59 9.28 9.44
H -9.99 9.31 8.66
H -10.76 9.75 6.78
C -7.29 10.09 9.20
N -5.78 9.88 9.42
C -5.56 8.68 10.36
C -5.15 9.44 8.04
C -5.16 11.19 9.96
C -3.71 11.27 10.17
O -3.05 11.26 8.94
H -7.26 10.84 8.41
H -7.74 10.36 10.16
H -7.87 9.25 8.81
H -5.83 7.69 9.98
H -6.09 9.00 11.26
H -4.48 8.66 10.53
H -5.11 10.32 7.40
H -5.69 8.63 7.56
H -4.21 8.99 8.34
H -5.70 11.33 10.89
H -5.50 12.04 9.36
H -3.30 10.42 10.70
H -3.56 12.26 10.60
H -2.30 11.83 9.13
C -5.39 24.55 7.56
C -4.41 23.41 7.53
C -4.90 22.31 6.54
C -3.67 21.40 6.12
N -4.04 20.11 5.29
C -2.88 19.08 5.13
C -3.39 17.83 5.94
C -4.91 17.93 5.81
C -5.19 19.41 6.06
C -4.59 20.44 3.81
C -3.74 21.45 3.01
C -4.29 21.65 1.57
H -4.97 25.30 8.23
H -6.42 24.31 7.83
H -5.34 25.01 6.57
H -4.21 22.96 8.50
H -3.41 23.74 7.28
H -5.24 22.86 5.66
H -5.77 21.79 6.95
H -3.18 21.05 7.02
H -2.88 21.91 5.56
H -2.74 18.75 4.10
H -1.95 19.49 5.52
H -2.94 16.95 5.48
H -2.96 17.83 6.94
H -5.24 17.60 4.83
H -5.24 17.24 6.59
H -6.21 19.69 5.83
H -5.04 19.68 7.11
H -5.61 20.78 3.93
H -4.57 19.42 3.42
H -2.74 21.03 3.03
H -3.72 22.42 3.52
H -5.38 21.75 1.60
H -4.23 20.74 0.98
H -4.10 22.55 0.99
C -12.97 22.26 11.93
C -13.18 20.73 11.71
C -11.94 20.09 11.14
C -11.28 20.76 9.87
N -9.93 20.15 9.45
C -8.72 20.68 10.38
C -8.23 22.03 9.77
C -8.99 22.26 8.45
C -9.47 20.84 8.15
C -9.86 18.63 9.21
C -10.73 18.07 8.07
C -10.53 16.60 7.94
H -12.79 22.82 11.01
H -12.14 22.48 12.59
H -13.86 22.72 12.36
H -13.93 20.61 10.93
H -13.54 20.30 12.65
H -12.18 19.09 10.79
H -11.14 20.02 11.89
H -10.92 21.78 10.04
H -11.92 20.74 9.00
H -7.94 19.96 10.13
H -8.96 20.67 11.44
H -7.16 22.12 9.62
H -8.49 22.86 10.43
H -8.37 22.54 7.60
H -9.88 22.90 8.44
H -8.68 20.26 7.67
H -10.33 20.80 7.47
H -10.02 18.16 10.18
H -8.81 18.35 9.10
H -10.58 18.57 7.11
H -11.73 18.41 8.37
H -11.31 16.27 7.26
H -10.68 15.99 8.83
H -9.61 16.37 7.39
C -3.87 14.02 6.81
C -4.02 13.52 5.37
C -5.28 13.81 4.57
C -6.61 13.49 5.30
N -7.85 13.47 4.35
C -7.75 12.37 3.21
C -9.13 12.14 2.72
C -10.09 12.54 3.86
C -9.17 13.06 4.99
C -8.03 14.93 3.73
C -8.15 16.03 4.76
C -9.00 17.17 4.40
H -3.89 15.10 6.91
H -2.87 13.77 7.17
H -4.51 13.54 7.55
H -3.94 12.43 5.36
H -3.17 13.91 4.81
H -5.30 13.35 3.58
H -5.34 14.88 4.41
H -6.90 14.08 6.17
H -6.44 12.45 5.58
H -7.09 12.72 2.41
H -7.36 11.54 3.80
H -9.29 12.93 1.98
H -9.29 11.17 2.24
H -10.90 13.22 3.58
H -10.64 11.68 4.23
H -9.63 13.82 5.63
H -8.83 12.30 5.69
H -8.97 14.82 3.17
H -7.23 15.12 3.01
H -7.15 16.44 4.92
H -8.45 15.71 5.76
H -9.18 17.79 5.27
H -10.02 16.98 4.07
H -8.49 17.89 3.75
C -4.44 10.95 16.05
F -5.29 10.56 17.03
F -3.78 12.06 16.43
F -3.63 9.92 15.88
S -5.36 11.31 14.36
O -6.29 10.17 14.21
O -6.11 12.60 14.58
O -4.35 11.42 13.29

Results of the Löwdin charge analysis, in e, for atoms 1 through 5: atom 1 (C): -0.032, atom 2 (C): -0.374, atom 3 (C): -0.276, atom 4 (O): -0.107, atom 5 (C): -0.012



Here is a cluster of 3 separate species, C16H17F16N2O3 in total from OMol25. Energies are from wB97M-V/def2-TZVPD.

Computed properties:
E_HOMO   -14.058 eV
Charge   +1

Cartesian coordinates (Å):
O 4.09 -3.23 2.60
C 4.76 -2.36 1.57
C 3.98 -0.89 1.70
C 2.37 -1.27 1.89
C 1.60 -1.83 0.60
C 0.07 -2.19 1.01
C -0.28 -1.91 2.54
N 0.51 -1.35 3.63
N 1.75 -1.09 3.19
H 4.33 -2.89 3.52
H 4.43 -2.81 0.53
H 5.92 -2.28 1.72
H 4.39 -0.28 2.61
H 4.15 -0.22 0.73
H 2.06 -1.99 -0.46
H -0.72 -2.63 0.28
H -1.40 -2.21 2.87
H 2.38 -0.68 3.95
C -3.08 1.76 3.72
C -2.90 0.70 2.61
C -1.93 1.10 1.50
F -2.35 2.20 0.83
F -1.83 0.11 0.58
F -4.11 0.36 2.11
F -2.41 -0.43 3.21
O -4.23 2.59 3.60
C -4.08 3.74 2.77
C -5.02 3.73 1.56
F -4.80 2.65 0.77
F -4.84 4.83 0.79
F -2.78 3.87 2.42
F -4.37 4.81 3.57
H -3.23 1.21 4.65
H -2.17 2.34 3.90
H -0.93 1.29 1.89
H -6.07 3.70 1.88
C -0.17 -0.61 -3.28
C 1.03 0.20 -2.77
C 1.39 1.42 -3.61
F 1.76 1.08 -4.87
F 2.45 2.08 -3.07
F 2.09 -0.62 -2.61
F 0.70 0.64 -1.51
O 0.15 -1.78 -4.04
C 0.38 -1.56 -5.44
C 1.80 -1.93 -5.87
F 2.73 -1.19 -5.21
F 1.98 -1.69 -7.20
F 0.04 -0.28 -5.75
F -0.52 -2.35 -6.08
H -0.69 -1.00 -2.40
H -0.92 0.01 -3.78
H 0.55 2.12 -3.67
H 2.01 -2.98 -5.68

Results of the natural (NBO) charge analysis, in e, for atoms 1 through 5: atom 1 (O): -0.729, atom 2 (C): -0.072, atom 3 (C): -0.492, atom 4 (C): 0.291, atom 5 (C): -0.178



Here is a cluster of 2 separate species, C6H12 in total from OMol25. Energies are from wB97M-V/def2-TZVPD.

Computed properties:
E_HOMO   -8.012 eV
Charge   0

Cartesian coordinates (Å):
C 2.63 0.00 0.39
C 1.39 0.06 -0.51
C 0.18 -0.62 0.10
C -1.04 -0.05 0.02
C -1.35 1.28 -0.49
C -2.25 -0.82 0.62
H 3.27 0.87 0.17
H 3.18 -0.95 0.26
H 2.41 0.01 1.45
H 1.15 1.10 -0.75
H 1.75 -0.43 -1.42
H -1.23 0.36 -1.97
H 0.35 -1.63 0.46
H -0.62 2.08 -0.24
H -2.34 1.68 -0.35
H -3.18 -0.57 0.11
H -1.99 -1.87 0.48
H -2.32 -0.51 1.68

Results of the natural (NBO) charge analysis, in e, for atoms 1 through 5: atom 1 (C): -0.601, atom 2 (C): -0.434, atom 3 (C): -0.252, atom 4 (C): -0.040, atom 5 (C): -0.457



Here is a structure of composition C25H37BeN3O4 from OMol25. Energies are from wB97M-V/def2-TZVPD.

Computed properties:
E_HOMO   -6.786 eV
Charge   0

Cartesian coordinates (Å):
Be -0.14 -0.12 -0.09
C 2.01 0.01 3.90
C 2.33 -0.63 2.53
O 1.20 -0.87 1.78
H 2.90 0.10 4.53
H 1.31 -0.64 4.42
H 1.49 0.96 3.76
H 2.86 -1.58 2.70
H 2.97 0.11 2.02
C -0.77 2.58 -3.55
C -1.58 1.29 -3.31
O -1.43 0.72 -2.05
H -1.06 3.31 -2.79
H -0.95 3.06 -4.52
H 0.29 2.35 -3.42
H -1.35 0.55 -4.08
H -2.64 1.56 -3.47
N 0.56 -2.09 -1.28
C 1.32 -3.03 -0.69
C 1.65 -4.26 -1.27
C 1.19 -4.48 -2.55
C 0.41 -3.52 -3.22
C 0.18 -2.31 -2.57
H 1.70 -2.82 0.30
H 2.29 -4.95 -0.74
H 1.47 -5.40 -3.04
H 0.15 -3.73 -4.24
H -0.33 -1.50 -3.06
N -1.89 -1.82 0.43
C -1.73 -2.51 1.56
C -2.68 -3.37 2.09
C -3.93 -3.45 1.43
C -4.13 -2.78 0.23
C -3.07 -1.98 -0.21
H -0.79 -2.40 2.09
H -2.68 -3.99 2.97
H -4.69 -4.13 1.79
H -5.09 -2.81 -0.27
H -3.08 -1.42 -1.14
N 0.26 2.21 0.37
C 1.41 2.76 0.79
C 1.65 4.11 0.96
C 0.64 4.99 0.60
C -0.59 4.48 0.21
C -0.70 3.08 0.04
H 2.14 2.02 1.09
H 2.64 4.43 1.25
H 0.73 6.06 0.70
H -1.41 5.16 0.05
H -1.66 2.68 -0.26
C -1.51 1.20 3.54
C -2.50 1.22 2.38
O -2.20 0.81 1.29
C -3.90 1.66 2.72
H -1.98 0.98 4.49
H -0.91 2.12 3.55
H -0.69 0.50 3.35
H -4.56 1.22 1.97
H -4.01 2.74 2.63
H -4.16 1.30 3.71
C 3.55 0.97 -3.13
C 3.19 0.13 -1.92
O 2.12 0.25 -1.36
C 4.16 -0.93 -1.49
H 4.39 1.64 -2.96
H 2.67 1.52 -3.45
H 3.77 0.25 -3.93
H 3.96 -1.89 -1.97
H 4.08 -1.05 -0.41
H 5.18 -0.64 -1.77

Results of the natural (NBO) charge analysis, in e, for atoms 1 through 5: atom 1 (Be): 1.643, atom 2 (C): -0.631, atom 3 (C): -0.024, atom 4 (O): -1.037, atom 5 (H): 0.193



Number 1: frontier orbital gap 7.514 eV. Number 2: frontier orbital gap 8.852 eV. Number 3: frontier orbital gap 8.272 eV. Number 4: frontier orbital gap 7.509 eV.